(1)
{"formula": "C3H8O3S", "method": "wB97M-V/def2-TZVPD", "e_homo_ev": -9.41, "total_energy_ha": -743.001807, "smiles": "O=C(O)CCS.O", "multiplicity": 1, "relative_energy_ev": 0.842, "homo_lumo_gap_ev": 9.8, "species": ["O", "C", "O", "C", "C", "S", "H", "H", "H", "H", "H", "H", "H", "H", "O"], "xyz": [[1.0361, -1.4315, 2.0717], [0.8464, -0.8115, 1.0627], [1.8995, -0.3728, 0.3213], [-0.4702, -0.6347, 0.3542], [-1.3555, 0.3758, 1.1707], [-2.0516, 1.7989, 0.2928], [2.7690, -0.4380, 0.7444], [-0.3151, -0.2136, -0.6673], [-0.8988, -1.5975, 0.2594], [-0.7673, 0.7235, 2.0521], [-2.2353, -0.0980, 1.6590], [-1.2513, 2.2598, -0.6311], [1.1832, 0.9115, -3.0036], [0.7954, -0.4564, -2.4188], [0.8156, -0.0156, -3.2674]]}

---

(2)
{"formula": "C20H32N3O6P2Pd", "method": "wB97M-V/def2-TZVPD", "total_charge": 3, "e_homo_ev": [-17.83, -18.41], "total_energy_ha": -2206.798861, "multiplicity": 5, "relative_energy_ev": 0.000, "s2": 6.05, "homo_lumo_gap_ev": [8.3, 5.6], "species": ["Pd", "C", "C", "C", "C", "C", "C", "C", "N", "C", "C", "C", "C", "C", "C", "C", "N", "C", "C", "C", "C", "H", "H", "H", "H", "H", "H", "H", "H", "H", "H", "H", "H", "H", "H", "H", "H", "H", "H", "H", "H", "H", "H", "H", "H", "N", "C", "C", "P", "O", "O", "O", "P", "O", "O", "O", "H", "H", "H", "H", "H", "H", "H", "H"], "xyz": [[0.1613, 0.0140, 1.0449], [6.9409, 0.4596, -1.3244], [6.4728, 1.2598, -0.0965], [6.7090, 2.7493, -0.3412], [7.2569, 0.8142, 1.1505], [5.0053, 0.9560, 0.1416], [4.5636, -0.3469, 0.3543], [3.1975, -0.6230, 0.6001], [2.2763, 0.3086, 0.6291], [2.6563, 1.6020, 0.3994], [4.0119, 1.9312, 0.1688], [1.6107, 2.5849, 0.4024], [1.8507, 3.9514, 0.1455], [0.8132, 4.8900, 0.1202], [-0.4509, 4.3816, 0.3710], [-0.6388, 3.0017, 0.6343], [0.3437, 2.1348, 0.6555], [1.1042, 6.3530, -0.1590], [1.8100, 6.4621, -1.5209], [2.0283, 6.8726, 0.9561], [-0.1800, 7.1808, -0.1855], [7.9905, 0.6823, -1.5127], [6.3760, 0.7272, -2.2188], [6.8637, -0.6176, -1.1701], [7.7709, 2.9169, -0.5128], [6.4279, 3.3589, 0.5215], [6.1829, 3.1089, -1.2294], [8.3170, 1.0084, 0.9911], [7.1482, -0.2542, 1.3440], [6.9443, 1.3642, 2.0395], [5.2541, -1.1798, 0.3423], [2.8699, -1.6397, 0.7801], [4.2916, 2.9606, 0.0108], [2.8580, 4.2913, -0.0412], [-1.3235, 5.0198, 0.3719], [-1.6334, 2.6177, 0.8305], [2.7727, 5.9466, -1.5353], [2.0085, 7.5118, -1.7337], [1.1896, 6.0690, -2.3277], [2.9836, 6.3435, 0.9822], [1.5577, 6.7922, 1.9370], [2.2474, 7.9243, 0.7747], [-0.8695, 6.8429, -0.9622], [0.0688, 8.2172, -0.4070], [-0.6930, 7.1737, 0.7785], [-3.2052, -3.8606, 2.8792], [-1.9425, -3.1097, 3.0357], [-1.6505, -2.5861, 4.3798], [-2.0073, -1.1582, -0.0103], [-3.3521, -1.2966, -0.7706], [-2.0788, -0.4587, 1.3224], [-0.8265, -0.6654, -0.8131], [-0.8382, -3.0799, 1.6369], [-0.5030, -4.5959, 1.4884], [0.2908, -2.1323, 1.8205], [-1.7439, -2.7538, 0.3761], [-3.9657, -3.4060, 3.3997], [-3.1254, -4.8213, 3.2439], [-3.5012, -3.9331, 1.8986], [-2.4818, -1.9839, 4.7623], [-0.7553, -1.9699, 4.3563], [-1.4793, -3.3999, 5.0974], [-3.4046, -0.9841, -1.6856], [0.1313, -4.9052, 0.8234]]}

---

(3)
{"formula": "C5H12NO", "method": "wB97M-V/def2-TZVPD", "total_charge": 1, "e_homo_ev": -14.27, "total_energy_ha": -327.411858, "smiles": "C[C@H]([NH3+])CCC=O", "multiplicity": 1, "relative_energy_ev": 1.299, "homo_lumo_gap_ev": 11.0, "species": ["C", "C", "C", "C", "C", "O", "N", "H", "H", "H", "H", "H", "H", "H", "H", "H", "H", "H", "H"], "xyz": [[-1.9261, 1.0659, 1.2960], [-1.1887, 0.3544, 0.1845], [0.1683, 1.1047, -0.0784], [1.3021, 0.6915, -1.1069], [2.1225, -0.5271, -0.7467], [1.6579, -1.6392, -0.6431], [-1.1269, -1.0984, 0.5817], [-2.8616, 0.5092, 1.4211], [-2.3443, 2.0490, 1.0494], [-1.3722, 1.0664, 2.2241], [-1.7524, 0.3616, -0.7491], [0.6748, 1.0435, 0.9076], [-0.3053, 2.0255, -0.4091], [1.8808, 1.4577, -1.6179], [0.5802, 0.5469, -1.9721], [3.1693, -0.3629, -0.4108], [-0.8079, -1.3708, 1.5185], [-0.2337, -1.4438, 0.0714], [-1.8860, -1.7554, 0.4128]]}

---

(4)
{"formula": "C22H21Cl2F10MnN5O4S", "method": "wB97M-V/def2-TZVPD", "total_charge": -2, "e_homo_ev": [-1.68, -2.22], "total_energy_ha": -4893.716253, "multiplicity": 6, "relative_energy_ev": 0.000, "s2": 8.76, "homo_lumo_gap_ev": [6.0, 6.5], "species": ["Mn", "C", "N", "C", "C", "N", "C", "C", "F", "C", "F", "C", "F", "C", "F", "C", "F", "C", "C", "N", "C", "C", "F", "C", "F", "C", "F", "C", "F", "C", "F", "H", "H", "H", "H", "H", "H", "H", "H", "H", "H", "H", "C", "N", "C", "C", "N", "C", "S", "H", "H", "H", "H", "H", "H", "H", "H", "O", "Cl", "O", "O", "O", "Cl", "C", "H", "H"], "xyz": [[-0.3804, -1.1837, -0.2329], [2.7818, -0.3549, -0.6433], [2.0055, -1.5021, -0.1914], [2.0990, -2.6135, -1.1317], [1.4082, -2.2982, -2.4748], [0.4085, -1.2598, -2.2923], [0.0539, -0.5705, -3.3873], [-0.0170, -1.0575, -4.7145], [0.1979, -2.3704, -4.9663], [-0.3845, -0.2813, -5.7988], [-0.4614, -0.8416, -7.0240], [-0.7095, 1.0493, -5.6446], [-1.0809, 1.8083, -6.7016], [-0.6370, 1.5857, -4.3689], [-0.8976, 2.8980, -4.1932], [-0.2557, 0.8120, -3.3003], [-0.1158, 1.4329, -2.1134], [2.3370, -1.8827, 1.1760], [1.6798, -0.9299, 2.1625], [0.2444, -0.9458, 1.9181], [-0.5555, -0.6691, 2.9526], [-0.2406, 0.0790, 4.1152], [0.9829, 0.6768, 4.2362], [-1.1398, 0.3571, 5.1296], [-0.7454, 1.1075, 6.1788], [-2.4398, -0.0877, 5.0634], [-3.3229, 0.1669, 6.0562], [-2.8066, -0.8425, 3.9546], [-4.0563, -1.3330, 3.8943], [-1.9064, -1.1292, 2.9580], [-2.3185, -1.9185, 1.9608], [3.8564, -0.6023, -0.6806], [2.6495, 0.4961, 0.0240], [2.4439, -0.0569, -1.6334], [1.6200, -3.4745, -0.6696], [3.1530, -2.8864, -1.3137], [1.0041, -3.2444, -2.8514], [2.1646, -1.9690, -3.2042], [3.4298, -1.9078, 1.3290], [1.9348, -2.8805, 1.3537], [2.1310, 0.0677, 2.0637], [1.9224, -1.2793, 3.1736], [0.1356, 4.3687, -1.0550], [0.0082, 3.6682, 0.1938], [-1.2768, 3.5091, 0.8576], [-0.9258, 2.5340, 1.9753], [0.4918, 2.8380, 2.1624], [1.0237, 3.3377, 1.0167], [2.6596, 3.5145, 0.7113], [-0.5212, 3.9130, -1.7949], [1.1661, 4.2873, -1.3909], [-0.1195, 5.4293, -0.9410], [-2.0302, 3.1165, 0.1754], [-1.6185, 4.4769, 1.2515], [-1.0643, 1.5021, 1.6470], [-1.4948, 2.7057, 2.8875], [1.0744, 2.2419, 2.7303], [0.0238, -4.3512, 1.5030], [-0.7154, -4.6056, 0.2946], [0.0731, -5.4150, -0.6009], [-1.9597, -5.2538, 0.5874], [-0.9990, -3.3289, -0.3751], [-3.2103, -0.1671, -1.7632], [-2.1141, 0.1673, -0.3118], [-2.8054, 0.1359, 0.5348], [-1.8381, 1.2112, -0.4641]]}